Here is a 5-piece molecular cluster, C34H41BCl8N overall from the Open Molecules 2025 dataset. Energies are from the ωB97M-V functional and the def2-TZVPD basis.

CARTESIAN COORDINATES (ANGSTROEM)
C -2.508 2.255 -5.998
C -2.099 0.689 -6.256
C -1.044 0.105 -5.095
C -1.772 -1.194 -4.440
C -0.848 -2.288 -3.695
C 0.745 -2.001 -3.571
C 1.212 -1.497 -2.045
C 0.815 0.055 -1.717
B 0.172 0.056 -0.167
C -0.001 1.610 0.387
C -1.329 -0.639 -0.096
N -1.171 -1.955 0.664
H -1.738 2.879 -5.376
H -2.585 2.764 -7.067
H -3.604 2.273 -5.560
H -1.554 0.638 -7.317
H -3.105 0.064 -6.296
H -0.044 -0.100 -5.671
H -0.956 1.001 -4.311
H -2.369 -1.750 -5.310
H -2.619 -0.789 -3.707
H -0.996 -3.332 -4.218
H -1.268 -2.421 -2.587
H 1.286 -3.061 -3.692
H 1.225 -1.319 -4.388
H 0.828 -2.286 -1.268
H 2.403 -1.544 -2.067
H 0.008 0.532 -2.416
H 1.817 0.680 -1.667
H 0.869 -0.560 0.590
H -0.982 1.792 1.005
H 0.903 1.862 1.119
H 0.071 2.335 -0.539
H -1.754 -0.771 -1.184
H -2.125 0.004 0.494
H -2.058 -2.188 1.178
H -0.928 -2.728 -0.005
Cl 0.457 3.540 3.638
C 0.411 5.009 2.730
C 1.115 5.175 1.532
Cl 2.084 3.921 0.844
C 1.045 6.393 0.848
C 0.273 7.441 1.354
C -0.432 7.273 2.545
C -0.363 6.060 3.232
H 1.590 6.532 -0.083
H 0.223 8.386 0.819
H -1.036 8.088 2.939
H -0.916 5.940 4.161
Cl 6.694 -2.986 -0.551
C 6.420 -1.396 -1.168
C 5.413 -0.560 -0.671
Cl 4.361 -1.038 0.614
C 5.235 0.715 -1.218
C 6.059 1.156 -2.255
C 7.065 0.326 -2.747
C 7.245 -0.948 -2.205
H 4.454 1.370 -0.839
H 5.916 2.148 -2.678
H 7.709 0.670 -3.553
H 8.031 -1.589 -2.596
Cl -3.094 1.572 8.640
C -1.488 1.248 8.092
C -1.049 1.587 6.807
Cl -2.070 2.373 5.656
C 0.261 1.290 6.418
C 1.132 0.659 7.309
C 0.697 0.326 8.591
C -0.610 0.619 8.982
H 0.610 1.547 5.421
H 2.150 0.429 7.002
H 1.376 -0.162 9.286
H -0.941 0.354 9.984
Cl -3.411 -4.498 -2.093
C -3.780 -5.375 -0.651
C -2.795 -5.762 0.266
Cl -1.123 -5.387 0.045
C -3.156 -6.479 1.412
C -4.493 -6.805 1.645
C -5.475 -6.415 0.734
C -5.119 -5.701 -0.412
H -2.398 -6.786 2.128
H -4.769 -7.364 2.536
H -6.517 -6.666 0.916
H -5.891 -5.402 -1.117

Cartesian forces (eV/Å) of the 3 atoms listed first:
-0.7 -0.1 -1.3
0.5 0.5 -0.2
-1.6 0.8 -0.8

The molar mass comes out at 758.145 g/mol. The value obtained for the electronic energy is -5081.1664 hartree. As for the highest occupied orbital energy: -3.92 eV. As for the net charge: -1. The relative energy (zero: lowest compared OMol25 entry of this formula, charge and spin) is 94.82 kcal/mol. As for the HOMO-LUMO gap: 6.24 eV.

Here are the Mulliken charges for atoms 1 to 8, given in e: C -0.869; C -0.440; C 0.058; C -0.729; C 0.353; C -0.763; C 0.088; C 0.099